# C13H26Cl2F7HfO12P

C13H26Cl2F7HfO12P as an isolated structure (ωB97M-V with the def2-TZVPD basis set, OMol25).

Cartesian coordinates (Å):
Hf: -1.143 1.461 -0.063
P: 3.109 0.379 -2.309
F: 3.028 -1.220 -2.058
F: 1.784 0.521 -1.353
F: 4.137 0.479 -1.088
F: 3.175 1.980 -2.589
F: 4.276 0.204 -3.409
F: 1.985 0.268 -3.511
F: -0.131 -0.454 0.496
C: -1.833 -0.635 -5.611
O: -1.810 -0.031 -4.298
C: -1.024 -0.332 -3.310
O: -1.005 0.263 -2.226
O: -0.408 -1.467 -3.526
C: 0.204 -2.172 -2.449
H: -1.193 -1.511 -5.645
H: -1.455 0.133 -6.283
H: -2.862 -0.832 -5.898
H: -0.518 -2.839 -1.963
H: 0.586 -1.595 -1.609
H: 0.931 -2.876 -2.843
C: -1.525 -0.886 3.853
O: -1.205 0.409 4.376
C: -1.217 1.461 3.644
O: -1.330 1.394 2.398
O: -0.954 2.520 4.335
C: -0.778 3.809 3.688
H: -2.516 -0.917 3.394
H: -1.564 -1.742 4.522
H: -0.876 -1.179 3.025
H: -0.871 4.652 4.364
H: -1.478 3.927 2.862
H: 0.223 3.811 3.257
C: 2.360 4.482 1.172
O: 2.814 3.198 1.537
C: 2.132 2.100 1.261
O: 0.956 2.176 0.838
O: 2.734 1.027 1.639
C: 4.105 1.055 2.079
H: 2.763 5.190 1.895
H: 1.272 4.553 1.178
H: 2.743 4.838 0.215
H: 4.852 1.326 1.336
H: 4.297 0.020 2.363
H: 4.305 1.629 2.984
C: -2.597 -2.948 0.714
O: -3.339 -2.443 -0.407
C: -3.333 -1.169 -0.715
O: -2.712 -0.275 -0.147
O: -4.063 -0.949 -1.764
C: -4.768 -1.935 -2.524
H: -2.916 -2.584 1.687
H: -1.534 -2.780 0.527
H: -2.635 -4.035 0.692
H: -3.929 -2.588 -2.793
H: -5.170 -1.530 -3.444
H: -5.393 -2.588 -1.919
C: 2.268 -2.413 1.817
Cl: 1.379 -3.945 1.494
Cl: 3.464 -2.619 3.095
H: 2.662 -2.096 0.854
H: 1.544 -1.682 2.165

The charge is +2. For the HOMO energy, the calculation gives -15.1 eV.